Record 1
75
Properties=species:S:1:pos:R:3:mulliken_charge:R:1 method="wB97M-V/def2-TZVPD" homo_energy_ev=-9.3 e_lumo_ev=-2.891 gap_ev=6.44 relative_energy_kcal_mol=180.46 spin_multiplicity=1
Na -1.131 -0.366 1.753 0.99
As 3.546 5.179 3.573 1.98
F 4.214 4.522 2.053 -0.49
F 2.511 6.399 2.673 -0.52
F 2.780 5.902 5.038 -0.50
F 4.700 4.163 4.528 -0.50
F 4.812 6.416 3.687 -0.48
F 2.309 3.905 3.544 -0.50
C -5.807 7.440 5.637 -1.09
C -4.635 7.910 4.792 -0.47
C -4.781 7.520 3.367 -0.32
C -4.642 6.081 3.150 0.22
N -4.453 4.934 2.949 -0.47
H -6.722 7.851 5.211 0.31
H -5.654 7.851 6.635 0.31
H -5.885 6.354 5.573 0.35
H -3.672 7.558 5.159 0.34
H -4.634 8.997 4.874 0.28
H -3.905 7.901 2.841 0.25
H -5.726 7.906 2.987 0.30
C 7.436 -4.811 0.326 -0.54
C 7.394 -3.375 -0.304 -0.59
C 6.347 -3.323 -1.438 -0.74
S 4.930 -4.357 -0.826 1.01
O 4.439 -5.128 -1.983 -0.64
O 3.986 -3.650 0.049 -0.61
C 6.030 -5.455 0.250 -0.67
H 7.772 -4.695 1.356 0.29
H 8.150 -5.468 -0.170 0.30
H 8.291 -2.971 -0.772 0.37
H 7.007 -2.624 0.384 0.31
H 6.729 -3.927 -2.261 0.34
H 5.990 -2.359 -1.799 0.45
H 5.996 -6.420 -0.257 0.33
H 5.550 -5.846 1.147 0.42
C 1.521 5.306 -4.494 -0.62
C 2.759 4.332 -4.835 -0.60
C 2.165 3.162 -5.597 -0.75
S 0.555 2.816 -4.765 1.06
O 0.883 2.290 -3.482 -0.61
O -0.385 2.206 -5.673 -0.65
C 0.140 4.599 -4.586 -0.58
H 1.595 6.165 -5.160 0.32
H 1.839 5.782 -3.566 0.30
H 3.260 3.925 -3.957 0.30
H 3.526 4.851 -5.410 0.36
H 2.693 2.213 -5.502 0.44
H 1.917 3.367 -6.638 0.34
H -0.405 4.584 -3.643 0.36
H -0.413 4.991 -5.440 0.34
C -3.594 -6.736 -4.962 -0.69
C -5.009 -7.082 -4.512 -0.51
C -5.237 -6.460 -3.106 -0.67
S -4.410 -4.775 -3.059 1.02
O -3.509 -4.676 -1.919 -0.63
O -5.242 -3.627 -3.501 -0.63
C -3.356 -5.233 -4.517 -0.75
H -3.342 -6.893 -6.010 0.38
H -2.791 -7.329 -4.525 0.31
H -5.050 -8.168 -4.589 0.32
H -5.682 -6.816 -5.327 0.31
H -4.484 -6.909 -2.459 0.33
H -6.194 -6.446 -2.584 0.44
H -2.361 -4.791 -4.469 0.46
H -3.862 -4.649 -5.286 0.32
N -1.287 -3.927 5.576 0.00
C -2.601 -3.694 5.772 -0.39
C -2.726 -2.442 6.387 -0.40
C -1.362 -1.990 6.381 -0.47
C -0.494 -2.843 5.811 -0.50
H -0.874 -4.735 5.133 0.19
H -3.345 -4.476 5.740 0.35
H -3.666 -2.002 6.686 0.39
H -1.002 -1.056 6.786 0.41
H 0.560 -2.847 5.574 0.42

Record 2
71
Properties=species:S:1:pos:R:3:nbo_charge:R:1 method="wB97M-V/def2-TZVPD" s_squared=8.7563 homo_energy_ev="-10.4 / -10.8" e_lumo_ev="-1.994 / -2.006" gap_ev="8.39 / 8.76" spin_multiplicity=6 charge=+1
Mn -0.030 0.545 0.447 0.85
C 3.297 2.388 0.605 -0.53
C 2.269 3.293 -0.061 -0.54
S 0.591 3.273 0.620 0.27
C 0.838 3.717 2.358 -0.55
C 0.176 2.755 3.340 -0.54
S 0.575 1.004 3.154 0.26
C 2.365 1.009 3.461 -0.54
C 3.183 0.256 2.414 -0.54
S 2.817 0.635 0.684 0.27
H 3.516 2.716 1.620 0.22
H 4.226 2.446 0.038 0.25
H 2.116 3.008 -1.104 0.26
H 2.635 4.319 -0.051 0.24
H 0.402 4.705 2.500 0.25
H 1.908 3.813 2.539 0.22
H -0.910 2.785 3.244 0.25
H 0.422 3.044 4.362 0.24
H 2.531 0.554 4.436 0.25
H 2.682 2.049 3.531 0.22
H 3.023 -0.821 2.498 0.24
H 4.245 0.434 2.584 0.25
C -2.683 4.166 0.635 -0.40
N -2.670 3.328 -0.553 -0.35
C -2.835 3.795 -1.847 -0.07
C -2.826 2.713 -2.645 -0.03
N -2.658 1.590 -1.854 -0.49
B -2.896 0.137 -2.377 0.18
N -1.612 -0.510 -3.059 -0.47
C -1.817 -1.541 -3.959 -0.04
C -0.619 -2.022 -4.338 -0.08
N 0.331 -1.275 -3.668 -0.35
C 1.768 -1.460 -3.813 -0.42
C -0.294 -0.359 -2.883 0.28
S 0.570 0.776 -1.901 -0.38
C -2.584 1.980 -0.574 0.30
S -2.370 0.977 0.827 -0.34
H -2.275 5.143 0.383 0.22
H -2.080 3.699 1.406 0.21
H -3.698 4.280 1.013 0.22
H -2.945 4.843 -2.072 0.24
H -2.920 2.637 -3.715 0.24
H -3.720 0.211 -3.257 -0.04
H -3.241 -0.563 -1.461 -0.03
H -2.811 -1.836 -4.255 0.25
H -0.352 -2.805 -5.028 0.24
H 2.057 -2.449 -3.461 0.21
H 2.280 -0.704 -3.228 0.25
H 2.048 -1.357 -4.859 0.22
C -1.252 -2.307 -0.014 -0.08
N -1.306 -3.753 0.107 -0.45
C -0.099 -4.321 -0.499 -0.08
N 1.122 -3.830 0.156 -0.46
C 1.155 -2.383 0.042 -0.07
N -0.037 -1.738 0.661 -0.59
C -0.088 -2.169 2.090 -0.07
N -0.135 -3.612 2.229 -0.45
C -1.329 -4.109 1.529 -0.08
C 1.051 -4.183 1.581 -0.08
H -2.137 -1.855 0.426 0.23
H -1.215 -2.032 -1.065 0.21
H -0.072 -4.052 -1.557 0.20
H -0.132 -5.407 -0.414 0.21
H 1.186 -2.092 -1.008 0.21
H 2.054 -2.004 0.531 0.20
H -0.968 -1.722 2.553 0.22
H 0.805 -1.793 2.594 0.19
H -2.219 -3.680 1.990 0.21
H -1.371 -5.194 1.627 0.21
H 1.021 -5.268 1.677 0.21
H 1.947 -3.816 2.085 0.20